Entry 1:
Density functional theory data (ωB97M-V with the def2-TZVPD basis set) for a 2-piece molecular cluster, C5H11NO overall at a distorted geometry.

Calculated values
ΔE to the lowest compared entry with this formula, charge and spin   79.9 kcal/mol
Multiplicity   1
LUMO level   0.20 eV

Geometry as XYZ:
```
18
Properties=species:S:1:pos:R:3:forces:R:3:lowdin_charge:R:1
C 0.994 -1.629 -0.879 -1.146 0.434 0.622 -0.09
C 0.935 -0.090 -1.207 -0.326 -1.808 -1.652 -0.22
C 0.091 0.766 -0.305 0.637 2.342 0.588 -0.39
C 0.685 1.934 0.142 -0.550 -1.547 -1.190 0.08
C -1.939 -0.318 -0.757 0.214 0.750 -1.871 -0.03
N -1.209 0.310 0.113 -0.080 -1.706 -1.893 0.00
H 2.014 -1.957 -0.879 0.455 -0.425 -0.608 0.06
H 0.293 -2.258 -1.502 1.046 0.702 0.505 0.09
H 0.697 -1.785 0.148 -0.295 -0.147 0.392 0.04
H 1.978 0.261 -1.281 -0.736 0.193 0.091 0.11
H 0.509 -0.183 -2.222 0.264 0.931 0.090 0.09
H 1.506 2.211 -0.564 -0.290 -0.028 1.439 0.07
H 0.440 2.572 1.011 -0.347 -0.418 -0.944 0.07
H -2.864 -0.893 -0.512 0.757 0.882 0.454 0.07
H -1.834 -0.308 -2.014 0.463 0.024 3.415 0.14
H -0.262 -0.009 1.755 0.128 -0.428 1.167 -0.02
H 0.561 -1.174 2.377 -0.589 1.138 0.382 0.04
O 0.104 -0.329 2.616 0.395 -0.889 -0.986 -0.10
```
Forces are in eV/Å.

---

Entry 2:
Density functional theory data (ωB97M-V with the def2-TZVPD basis set) for the molecule C5H11NO.

Calculated values
ΔE to the lowest compared entry with this formula, charge and spin   72.6 kcal/mol
Multiplicity   1
LUMO level   0.94 eV

Geometry as XYZ:
```
18
Properties=species:S:1:pos:R:3:forces:R:3:lowdin_charge:R:1
C -2.019 -0.962 -0.192 0.013 -0.059 -0.016 -0.08
C -1.556 0.388 0.335 -0.137 0.075 -0.014 -0.20
N -0.086 0.431 0.514 0.149 -0.018 -0.104 -0.24
C 0.368 0.305 1.762 0.062 -0.014 0.027 0.00
C 0.630 0.531 -0.606 -0.051 0.046 0.113 -0.12
C 2.103 0.328 -0.617 -0.035 0.148 0.320 -0.28
O 2.542 -0.165 -1.872 -0.095 -0.231 -0.094 -0.07
H -3.110 -0.972 -0.288 0.151 0.010 0.023 0.08
H -1.724 -1.763 0.493 -0.048 0.106 -0.085 0.08
H -1.583 -1.167 -1.173 -0.087 0.027 0.140 0.07
H -1.818 1.194 -0.355 0.034 -0.114 0.077 0.12
H -2.008 0.618 1.302 0.080 -0.044 -0.132 0.11
H 1.421 0.425 1.965 -0.137 -0.029 -0.048 0.05
H -0.335 0.066 2.545 0.074 0.063 -0.135 0.05
H 0.108 0.807 -1.514 0.045 -0.064 0.127 0.12
H 2.682 1.248 -0.454 -0.098 -0.097 0.020 0.12
H 2.374 -0.361 0.208 -0.050 0.082 -0.144 0.11
H 2.010 -0.951 -2.053 0.130 0.112 -0.074 0.08
```
Forces are in eV/Å.

---

Entry 3:
Density functional theory data (ωB97M-V with the def2-TZVPD basis set) for a 2-piece molecular cluster, C5H11NO overall.

Calculated values
ΔE to the lowest compared entry with this formula, charge and spin   50.2 kcal/mol
Multiplicity   1
LUMO level   0.86 eV

Geometry as XYZ:
```
18
Properties=species:S:1:pos:R:3:forces:R:3:lowdin_charge:R:1
C -0.896 -1.857 -0.620 -0.032 -0.139 0.119 -0.06
C -0.154 -0.602 -0.978 0.312 -0.100 -0.101 -0.25
C -1.010 1.731 0.622 0.089 0.022 -0.098 -0.06
N 0.959 -0.217 -0.515 -0.312 -0.169 -0.075 -0.05
C 1.639 -0.910 0.554 0.080 -0.143 0.099 -0.12
C 0.300 2.061 -0.087 -0.430 0.427 -0.006 -0.38
O 0.340 2.490 -1.215 -0.052 0.095 0.413 0.01
H -0.828 -2.034 0.457 -0.012 -0.074 -0.085 0.07
H -1.952 -1.817 -0.899 0.187 0.104 -0.011 0.07
H -0.452 -2.722 -1.129 -0.036 0.128 0.097 0.09
H -0.610 0.090 -1.697 0.075 -0.266 -0.021 0.11
H -1.388 2.650 1.090 0.083 -0.121 -0.074 0.08
H -1.750 1.381 -0.104 0.084 0.170 0.139 0.07
H -0.880 0.980 1.409 0.054 0.141 -0.127 0.07
H 1.077 -0.800 1.493 0.060 -0.121 -0.126 0.08
H 1.794 -1.978 0.360 -0.033 0.072 0.044 0.08
H 2.612 -0.430 0.702 -0.130 -0.196 -0.012 0.07
H 1.198 1.986 0.557 0.013 0.169 -0.176 0.11
```
Forces are in eV/Å.

---

Entry 4:
Density functional theory data (ωB97M-V with the def2-TZVPD basis set) for the molecule C5H11NO at a distorted geometry.

Calculated values
ΔE to the lowest compared entry with this formula, charge and spin   55.9 kcal/mol
Multiplicity   1
LUMO level   1.09 eV

Geometry as XYZ:
```
18
Properties=species:S:1:pos:R:3:forces:R:3:lowdin_charge:R:1
C 2.021 0.367 -1.244 -0.053 0.016 0.020 -0.06
C 1.177 -0.543 -0.384 -0.025 -0.057 -0.118 -0.33
C 1.229 -0.456 1.094 0.055 -0.055 0.227 -0.11
N 0.080 0.059 0.368 -0.125 0.110 0.102 -0.11
C -1.221 -0.594 0.537 -0.085 0.055 0.248 -0.16
C -2.376 0.411 0.290 -0.387 -0.127 0.349 -0.27
O -1.950 1.551 -0.395 0.173 0.133 -0.155 -0.08
H 1.530 0.585 -2.198 0.038 -0.033 0.102 0.08
H 2.992 -0.097 -1.457 -0.174 0.043 0.040 0.08
H 2.205 1.316 -0.728 -0.070 -0.145 -0.073 0.08
H 1.003 -1.542 -0.791 -0.099 0.169 0.087 0.14
H 1.859 0.295 1.570 -0.108 -0.169 -0.084 0.11
H 1.094 -1.377 1.660 -0.009 0.148 -0.070 0.11
H -1.293 -1.548 -0.010 -0.044 0.348 0.044 0.12
H -1.424 -0.739 1.594 0.831 -0.920 0.212 0.11
H -3.219 -0.056 -0.239 0.261 0.120 -0.036 0.11
H -2.750 0.655 1.317 0.039 0.257 -0.776 0.11
H -0.992 1.589 -0.206 -0.219 0.107 -0.120 0.07
```
Forces are in eV/Å.